Model 1:
The following is a quantum chemistry calculation of 8 unconnected molecules or ions with the total composition C28H77N8O10, from the OMol25 dataset.

HOMO level: -6.01 eV
Kohn-Sham gap: 8.3 eV
net charge: -1

Atoms and positions in Å:
N 19.67 33.89 32.44
O 20.97 33.71 32.36
O 19.18 33.72 33.52
O 19.05 34.15 31.49
C 16.26 38.33 31.41
C 16.47 36.83 31.01
C 16.93 36.58 29.54
O 15.98 37.15 28.75
C 16.48 37.09 27.49
N 17.32 36.24 32.01
H 17.13 39.20 31.43
H 15.68 38.48 32.34
H 15.56 38.75 30.72
H 15.58 36.35 31.05
H 17.17 35.59 29.21
H 17.80 37.18 29.48
H 16.23 38.16 27.20
H 16.20 36.46 26.74
H 17.65 37.09 27.36
H 17.99 35.59 31.69
H 16.79 35.40 32.44
C 15.45 33.61 32.49
C 15.62 33.54 33.95
C 16.45 32.20 34.50
O 15.59 31.13 34.22
C 16.23 29.97 34.76
N 16.57 34.67 34.31
H 15.12 32.61 32.23
H 16.26 33.88 32.02
H 14.61 34.21 32.24
H 14.70 33.66 34.45
H 16.52 32.56 35.54
H 17.16 32.08 33.93
H 15.83 29.04 34.30
H 15.99 29.85 35.81
H 17.19 29.72 34.58
H 17.52 34.41 34.07
H 16.93 34.64 35.27
C 22.72 31.83 36.85
C 21.50 32.80 36.49
C 21.81 34.12 35.74
O 22.60 34.95 36.52
C 24.02 34.95 36.27
N 20.63 31.99 35.58
H 22.44 30.83 37.01
H 23.37 32.09 37.74
H 23.50 31.69 35.91
H 21.02 33.16 37.50
H 20.95 34.62 35.50
H 22.27 33.78 34.75
H 24.27 33.89 36.66
H 24.52 35.77 36.63
H 24.41 34.92 35.33
H 21.29 31.60 35.03
H 20.02 32.60 35.07
C 22.84 34.73 27.62
C 21.39 34.29 28.02
C 21.16 32.79 27.63
O 21.18 32.65 26.20
C 21.06 31.32 25.80
N 21.29 34.48 29.49
H 23.53 34.26 28.11
H 23.09 35.70 27.63
H 22.93 34.37 26.47
H 20.84 34.96 27.58
H 20.09 32.52 27.91
H 21.90 32.11 28.01
H 20.06 30.64 26.11
H 22.05 30.73 25.99
H 21.07 31.42 24.78
H 21.99 33.76 30.09
H 20.46 34.32 29.93
C 23.78 37.48 33.33
C 23.52 36.76 32.03
C 24.46 35.54 31.78
O 25.76 36.01 31.73
C 26.79 35.05 31.70
N 22.07 36.31 31.93
H 23.04 38.23 33.50
H 24.93 37.92 33.54
H 23.69 36.79 34.18
H 23.66 37.53 31.22
H 24.12 35.01 30.93
H 24.16 34.90 32.66
H 26.95 34.60 32.61
H 27.74 35.46 31.41
H 26.50 34.26 30.88
H 21.94 35.54 32.60
H 21.87 35.95 31.14
C 23.85 30.00 33.80
C 23.21 31.24 33.14
C 23.71 31.46 31.70
O 25.02 31.77 31.87
C 26.04 30.89 31.26
N 21.77 31.08 32.95
H 23.22 29.63 34.51
H 24.93 29.99 34.22
H 23.93 29.24 33.20
H 23.57 32.04 33.63
H 23.21 32.33 31.35
H 23.44 30.79 30.96
H 27.08 31.31 31.38
H 25.67 30.78 30.28
H 25.93 29.95 31.57
H 21.59 30.53 31.99
H 21.40 32.04 32.94
C 17.52 29.11 31.35
C 18.37 30.42 31.55
C 19.49 30.58 30.40
O 20.41 29.49 30.54
C 20.90 29.18 29.27
N 17.46 31.50 31.38
H 18.33 28.39 31.63
H 17.29 29.01 30.43
H 16.75 28.87 32.21
H 19.03 30.55 32.40
H 19.79 31.63 30.46
H 18.94 30.50 29.57
H 21.50 30.09 29.12
H 20.14 29.12 28.52
H 21.66 28.39 29.28
H 17.86 32.51 31.64
H 16.71 31.56 31.93

Model 2:
The following is a quantum chemistry calculation of 8 unconnected molecules or ions with the total composition C28H77N8O10, from the OMol25 dataset.

HOMO level: -5.85 eV
Kohn-Sham gap: 8.4 eV
net charge: -1

Atoms and positions in Å:
N -26.54 -19.51 -16.34
O -26.25 -19.56 -17.53
O -27.38 -18.67 -15.91
O -25.99 -20.26 -15.53
C -27.80 -14.87 -19.18
C -27.90 -15.49 -17.79
C -28.56 -14.57 -16.73
O -27.79 -13.36 -16.71
C -28.41 -12.46 -15.83
N -28.56 -16.73 -17.86
H -27.56 -13.81 -19.10
H -28.77 -14.90 -19.67
H -27.23 -15.50 -19.86
H -26.86 -15.68 -17.54
H -28.53 -14.98 -15.72
H -29.62 -14.42 -16.94
H -29.48 -12.28 -15.91
H -28.00 -11.46 -15.96
H -28.15 -12.68 -14.80
H -28.39 -17.23 -17.00
H -28.15 -17.39 -18.50
C -29.02 -21.16 -18.61
C -30.42 -21.08 -17.98
C -30.49 -20.48 -16.62
O -31.86 -20.82 -16.08
C -32.20 -20.24 -14.78
N -31.38 -20.51 -18.92
H -28.59 -20.17 -18.47
H -29.09 -21.43 -19.66
H -28.25 -21.64 -18.00
H -30.67 -22.14 -17.92
H -30.25 -19.42 -16.64
H -29.69 -20.86 -15.99
H -31.41 -19.72 -14.23
H -32.58 -21.07 -14.18
H -32.99 -19.51 -14.98
H -31.07 -19.55 -18.96
H -32.27 -20.50 -18.43
C -26.64 -19.48 -21.56
C -26.12 -20.79 -21.14
C -25.38 -21.46 -22.31
O -24.20 -20.70 -22.53
C -23.41 -21.25 -23.61
N -25.35 -20.76 -19.88
H -27.28 -19.12 -20.76
H -27.20 -19.64 -22.48
H -25.89 -18.75 -21.85
H -26.97 -21.46 -20.99
H -26.00 -21.50 -23.21
H -25.14 -22.49 -22.07
H -23.14 -22.29 -23.42
H -22.45 -20.74 -23.67
H -23.94 -21.19 -24.56
H -25.56 -21.68 -19.51
H -25.72 -20.15 -19.17
C -29.19 -16.79 -13.69
C -27.83 -16.78 -13.02
C -26.71 -15.92 -13.55
O -25.44 -16.21 -13.03
C -24.82 -17.29 -13.58
N -27.97 -16.59 -11.55
H -29.61 -15.79 -13.69
H -29.94 -17.28 -13.08
H -29.23 -17.13 -14.73
H -27.65 -17.80 -13.35
H -26.91 -14.85 -13.41
H -26.69 -16.01 -14.63
H -23.95 -17.54 -12.97
H -24.40 -17.09 -14.56
H -25.39 -18.22 -13.64
H -28.68 -15.88 -11.43
H -27.11 -16.17 -11.21
C -29.47 -20.87 -12.48
C -28.00 -20.70 -11.83
C -27.95 -20.96 -10.31
O -28.35 -22.25 -9.97
C -28.10 -22.65 -8.62
N -27.19 -21.49 -12.71
H -29.42 -20.48 -13.49
H -30.10 -20.29 -11.81
H -29.78 -21.91 -12.50
H -27.70 -19.65 -11.78
H -28.38 -20.10 -9.80
H -26.86 -20.88 -10.23
H -27.04 -22.50 -8.41
H -28.38 -23.69 -8.45
H -28.78 -22.11 -7.96
H -27.79 -21.94 -13.38
H -26.75 -20.94 -13.43
C -23.96 -21.18 -12.51
C -23.07 -21.89 -13.60
C -21.98 -22.91 -13.09
O -21.36 -23.55 -14.25
C -20.15 -24.22 -13.90
N -24.01 -22.52 -14.58
H -23.36 -20.54 -11.87
H -24.29 -22.05 -11.93
H -24.86 -20.66 -12.84
H -22.48 -21.14 -14.11
H -22.55 -23.56 -12.42
H -21.23 -22.40 -12.48
H -20.16 -25.26 -14.24
H -19.80 -24.22 -12.86
H -19.30 -23.77 -14.41
H -24.48 -21.75 -15.03
H -24.73 -22.80 -13.93
C -24.37 -16.54 -17.98
C -24.17 -17.57 -19.10
C -23.32 -17.11 -20.32
O -23.40 -17.96 -21.46
C -22.88 -17.34 -22.66
N -23.46 -18.65 -18.47
H -24.96 -16.89 -17.12
H -24.81 -15.62 -18.36
H -23.46 -16.33 -17.41
H -25.17 -17.82 -19.45
H -22.29 -16.89 -20.04
H -23.56 -16.12 -20.69
H -22.83 -18.09 -23.45
H -21.87 -16.97 -22.46
H -23.49 -16.46 -22.84
H -24.02 -19.03 -17.72
H -22.75 -18.17 -17.93

The structure with the greatest stability is model 2.

Model 1:
The following is a quantum chemistry calculation of 3 unconnected molecules or ions with the total composition H5O2S, from the OMol25 dataset.

HOMO level: -3.29 eV
Kohn-Sham gap: 7.6 eV
net charge: -1

Atoms and positions in Å:
S 0.68 -0.93 -1.36
H 1.04 -2.03 -0.68
H -2.41 0.29 -0.45
H -1.25 -0.63 -0.25
O -2.22 -0.55 -0.02
H 1.56 0.56 0.71
H 1.30 2.02 0.73
O 1.30 1.27 1.33

Model 2:
The following is a quantum chemistry calculation of 3 unconnected molecules or ions with the total composition H5O2S, from the OMol25 dataset.

HOMO level: -2.67 eV
Kohn-Sham gap: 6.2 eV
net charge: -1

Atoms and positions in Å:
S -0.16 -1.89 1.26
H 1.15 -1.59 1.02
H -1.43 -2.51 -0.90
H -2.74 -2.72 -0.08
O -2.35 -2.31 -0.86
H 1.10 3.82 -0.39
H 2.37 3.21 0.18
O 2.04 3.99 -0.23

The structure with the greatest stability is model 1.

Model 1:
The following is a quantum chemistry calculation of a molecular structure, C4H5LaO6, from the OMol25 dataset.

HOMO level (spin up / spin down): -15.15 / -17.19 eV
Kohn-Sham gap (spin up / spin down): 4.1 / 8.5 eV
net charge: +2

Atoms and positions in Å:
C 0.82 0.75 -0.99
C 0.68 -0.72 -0.68
O -0.07 -0.77 0.57
O -0.23 1.44 -0.32
H 0.75 0.89 -2.07
H 1.79 1.12 -0.61
H 1.65 -1.21 -0.49
H 0.08 -1.23 -1.44
H -0.55 0.38 0.56
C -0.53 -2.02 1.06
O 0.06 -3.02 0.70
O -1.26 -1.87 2.07
La -1.53 -4.06 3.81
O 0.35 3.62 -1.38
O -1.51 3.56 -0.13
C -0.50 3.15 -0.67

Model 2:
The following is a quantum chemistry calculation of a molecular structure, C4H5LaO6, from the OMol25 dataset.

HOMO level: -14.88 eV
Kohn-Sham gap: 2.5 eV
net charge: +2

Atoms and positions in Å:
C -0.60 1.16 -0.32
C 0.67 0.48 -0.80
O 0.93 -0.59 0.15
O -1.39 0.26 0.44
H -1.17 1.48 -1.20
H -0.32 2.02 0.31
H 1.52 1.16 -0.79
H 0.50 0.01 -1.78
H -0.61 -0.54 0.71
C 2.01 -1.39 -0.04
O 2.88 -1.08 -0.88
O 2.20 -2.26 0.85
La 4.79 -3.15 0.55
O -3.80 1.84 0.43
O -4.05 -0.15 1.48
C -3.58 0.76 0.89

The structure with the greatest stability is model 2.

Model 1:
The following is a quantum chemistry calculation of a molecular structure, C10H12Br6F6O4, from the OMol25 dataset.

HOMO level: -10.47 eV
Kohn-Sham gap: 9.8 eV

Atoms and positions in Å:
C 5.25 -1.81 5.55
Br 6.75 -0.63 5.95
Br 5.99 -3.63 5.21
Br 4.24 -1.19 3.98
H 4.56 -1.89 6.39
C -1.07 1.38 1.41
Br -0.48 3.12 0.74
Br -2.13 0.30 0.10
Br -1.97 1.62 3.15
H -0.18 0.77 1.55
C -1.05 4.48 -4.53
C -1.55 5.45 -5.56
O -2.32 6.49 -4.92
C -3.08 7.27 -5.78
O -3.11 7.19 -7.00
C -4.03 8.28 -5.09
F -3.86 8.17 -3.77
F -3.76 9.53 -5.54
F -5.25 7.95 -5.40
H -0.34 5.00 -3.90
H -0.73 3.58 -5.06
H -1.91 4.09 -3.98
H -2.06 4.96 -6.39
H -0.69 5.94 -6.03
C -0.57 -4.76 3.67
C 0.22 -5.05 2.42
O 1.41 -5.79 2.51
C 1.36 -7.16 2.69
O 0.37 -7.83 3.07
C 2.71 -7.84 2.24
F 3.12 -8.70 3.12
F 2.53 -8.48 1.03
F 3.67 -6.93 2.14
H -0.69 -5.70 4.21
H -1.50 -4.19 3.63
H 0.10 -4.24 4.35
H 0.44 -4.05 2.06
H -0.41 -5.70 1.81

Model 2:
The following is a quantum chemistry calculation of a molecular structure, C10H12Br6F6O4, from the OMol25 dataset.

HOMO level: -10.13 eV
Kohn-Sham gap: 9.8 eV

Atoms and positions in Å:
C 24.43 -28.21 -18.94
Br 23.18 -28.89 -20.28
Br 23.29 -28.26 -17.33
Br 25.05 -26.51 -19.71
H 25.22 -28.95 -18.89
C 19.80 -24.77 -21.18
Br 18.01 -25.46 -21.54
Br 19.99 -24.39 -19.22
Br 20.21 -23.18 -22.23
H 20.45 -25.54 -21.60
C 18.60 -18.41 -27.12
C 18.39 -18.39 -28.68
O 17.23 -17.73 -29.04
C 17.21 -16.94 -30.07
O 18.27 -16.69 -30.78
C 15.90 -16.24 -30.38
F 15.07 -16.29 -29.35
F 16.16 -14.96 -30.71
F 15.20 -16.91 -31.35
H 17.69 -18.66 -26.58
H 18.73 -17.38 -26.78
H 19.50 -18.91 -26.75
H 18.29 -19.42 -29.02
H 19.34 -17.99 -29.00
C 20.35 -25.36 -28.44
C 19.21 -26.39 -28.22
O 19.70 -27.69 -28.09
C 19.85 -28.23 -26.87
O 19.62 -27.66 -25.81
C 20.38 -29.70 -26.94
F 21.39 -29.76 -27.74
F 20.65 -30.12 -25.71
F 19.38 -30.47 -27.47
H 19.96 -24.38 -28.73
H 20.96 -25.77 -29.24
H 21.07 -25.21 -27.63
H 18.39 -26.35 -28.94
H 18.76 -26.03 -27.30

The structure with the greatest stability is model 1.

Model 1:
The following is a quantum chemistry calculation of 2 unconnected molecules or ions with the total composition C7H16O, from the OMol25 dataset.

HOMO level: -8.45 eV
Kohn-Sham gap: 9.2 eV
SMILES: CCC(C)=C(C)C.O

Atoms and positions in Å:
C 0.34 0.86 -2.43
C 0.83 -0.07 -1.36
C 0.12 0.15 -0.04
C -1.32 -0.44 0.01
C 0.72 0.72 1.00
C -0.02 0.83 2.32
C 2.13 1.30 1.04
H 1.03 0.79 -3.29
H 0.44 1.86 -1.98
H -0.70 0.76 -2.80
H 0.50 -1.09 -1.63
H 1.94 -0.07 -1.37
H -2.02 0.41 0.11
H -1.43 -1.09 0.89
H -1.59 -1.01 -0.89
H -1.12 0.88 2.20
H 0.31 1.71 2.89
H 0.22 -0.08 2.90
H 2.06 2.40 0.97
H 2.87 0.95 0.30
H 2.49 1.03 2.04
O -2.21 -3.66 -0.25
H -2.67 -3.01 -0.84
H -2.94 -4.13 0.21

Model 2:
The following is a quantum chemistry calculation of 2 unconnected molecules or ions with the total composition C7H16O, from the OMol25 dataset.

HOMO level: -9.02 eV
Kohn-Sham gap: 9.9 eV
SMILES: C=C(CC)CCC.O

Atoms and positions in Å:
C 0.54 0.50 1.48
C 0.91 -0.57 0.80
C 1.71 -1.72 1.32
C 0.91 -2.90 1.89
C 0.56 -0.70 -0.72
C -0.90 -0.18 -1.03
C -0.90 1.05 -1.95
H -0.19 1.21 1.11
H 0.95 0.77 2.44
H 2.18 -1.25 2.23
H 2.51 -1.98 0.62
H 0.14 -2.45 2.51
H 0.59 -3.54 1.06
H 1.63 -3.45 2.51
H 0.72 -1.73 -1.07
H 1.30 -0.11 -1.26
H -1.39 -0.10 -0.06
H -1.43 -1.02 -1.49
H -0.89 2.01 -1.47
H -1.71 0.87 -2.66
H 0.07 1.00 -2.45
O -2.33 4.49 -1.41
H -2.16 4.65 -0.49
H -2.81 5.15 -1.90

The structure with the greatest stability is model 1.